i) {"formula": "C4H13NO2", "method": "ωB97M-V with the def2-TZVPD basis set", "elements": ["C", "C", "C", "N", "C", "H", "H", "H", "H", "H", "H", "H", "H", "H", "H", "H", "O", "H", "H", "O"], "positions_angstrom": [[-1.5836, -1.3233, 1.9453], [-0.3865, -0.5026, 1.5900], [-0.4951, 0.3415, 0.5388], [0.4692, 1.1356, 0.0091], [0.1519, 2.1050, -0.9882], [-1.6208, -2.0382, 1.1477], [-2.4521, -0.6497, 1.8527], [-1.6050, -1.7977, 2.9331], [0.5368, -0.6013, 2.2249], [-1.5506, 0.4162, 0.0204], [1.0945, 1.3477, 0.7414], [0.3576, 1.6334, -1.9606], [0.8831, 2.8946, -0.9206], [-0.8133, 2.4855, -0.9130], [-0.4829, -0.7472, -3.5129], [-0.4475, -0.4640, -1.8607], [-0.8527, -0.2516, -2.7047], [2.1810, -0.8448, 0.1420], [3.7711, -1.6233, 0.0615], [2.8448, -1.5156, -0.3462]], "lowdin_charge": [-0.17, -0.28, -0.28, -0.12, -0.21, 0.05, 0.06, 0.06, 0.06, 0.15, 0.04, 0.06, 0.06, 0.05, 0.08, -0.01, -0.15, 0.01, -0.02, -0.43], "charge": -1, "multiplicity": 2, "lumo_ev": [3.67, 3.60], "homo_energy_ev": [1.10, -4.27]}



ii) {"formula": "C4H13NO2", "method": "ωB97M-V with the def2-TZVPD basis set", "elements": ["C", "C", "C", "C", "N", "H", "H", "H", "H", "H", "H", "H", "H", "H", "H", "H", "O", "H", "H", "O"], "positions_angstrom": [[0.2268, 1.4874, 1.4016], [0.1975, -0.0714, 1.1639], [-0.2260, -1.0220, 2.2739], [-1.5395, -1.1307, 2.7390], [-1.8760, -2.0398, 3.6512], [-0.7637, 1.9423, 1.6427], [0.8173, 2.2531, 0.6387], [0.8853, 1.7267, 2.3910], [-0.3387, -0.1743, 0.1326], [1.3068, -0.2355, 1.0553], [0.4786, -1.8091, 2.4031], [-2.2969, -0.7153, 2.1448], [-0.9642, -2.2947, 4.2083], [-2.2767, -2.7648, 3.1129], [0.2515, 2.1785, -4.8953], [-0.5381, 0.8921, -5.0659], [-0.6037, 1.8592, -5.1055], [3.0515, 0.2623, -4.3201], [1.7776, -0.4193, -4.5429], [2.4305, 0.0753, -5.0295]], "lowdin_charge": [-0.21, -0.35, -0.13, -0.28, 0.00, 0.04, 0.09, 0.08, 0.09, 0.07, 0.07, 0.09, 0.13, 0.07, -0.04, -0.02, -0.21, -0.07, -0.10, -0.32], "charge": -1, "multiplicity": 2, "lumo_ev": [3.07, 3.02], "homo_energy_ev": [0.81, -5.89]}



Stability verdict: i), ahead by 0.375 eV